This record from OMol25 describes 2 unconnected molecules or ions with the total composition C8H7NOS2. The level of theory is ωB97M-V/def2-TZVPD.

## Properties
* LUMO energy: -0.01436 Ha
* total charge: 0
* HOMO energy: -0.3009 Ha

Element x y z (Å)
C: -1.14131 1.85480 0.04123
C: -1.74271 1.05983 1.06869
C: -0.27035 1.31554 -0.81897
C: -1.50033 -0.26947 1.18753
C: -0.01870 -0.07215 -0.77037
C: -0.65034 -0.90377 0.19818
C: 2.68175 0.36304 0.60124
C: 0.96979 -0.61693 -1.63604
N: -0.44914 -2.20365 0.23262
O: 1.18641 -1.81616 -1.85337
S: 2.71855 1.76916 -0.06332
S: 2.89310 -0.92705 1.44346
H: -1.46160 2.94035 0.16508
H: -2.14604 1.77538 1.73163
H: 0.09614 1.79959 -1.58037
H: -2.03503 -0.97340 1.77203
H: 1.58158 0.05036 -2.27710
H: -0.92891 -2.70428 0.98296
H: 0.21715 -2.44121 -0.42511

These are the Mulliken partial charges, in e, on atoms 1 to 2:
1 C -0.484
2 C -0.420